ORCA calculation (the ωB97M-V functional and the def2-TZVPD basis) on C58H47GeN2O2PdTe as an isolated structure in a non-equilibrium geometry.

Results
**E_LUMO (alpha / beta)**: -6.550 / -6.637 eV
**2S+1**: 2
**Net charge**: +2
**HOMO level (alpha / beta)**: -11.9 / -12.3 eV
**DFT total energy**: -4970.52103 a.u.
**Orbital gap (alpha / beta)**: 5.3 / 5.7 eV

XYZ file:
```
112
C58H47GeN2O2PdTe | the OMol25 dataset | the ωB97M-V functional and the def2-TZVPD basis
Pd 1.551 -1.281 -0.906
C 5.308 0.582 -0.399
C 5.092 1.739 0.351
C 3.812 2.214 0.501
C 2.734 1.523 -0.099
N 2.958 0.322 -0.693
C 4.202 -0.109 -0.864
C 1.408 2.043 -0.108
C 1.156 3.511 -0.469
C 0.543 3.516 -1.858
C -0.605 2.947 -2.227
C -1.472 2.170 -1.367
C -0.900 1.345 -0.218
H 6.300 0.216 -0.597
H 5.922 2.254 0.808
H 3.602 3.095 1.081
H 4.317 -1.043 -1.413
H 2.427 4.815 -1.182
H 1.118 4.056 -2.599
H -0.948 3.081 -3.242
H -2.368 1.769 -1.827
C -4.252 5.333 2.228
C -3.371 4.361 1.524
C -2.054 4.737 1.219
C -1.110 3.890 0.623
C 0.237 4.243 0.513
O 2.420 4.112 -0.520
C 0.770 5.265 1.389
C 1.638 6.298 0.999
C 2.102 7.211 1.924
C 1.702 7.148 3.251
C 0.817 6.155 3.651
C 0.379 5.219 2.744
C -1.633 2.615 0.141
O 0.441 1.070 -0.138
C -2.932 2.161 0.655
C -3.812 3.063 1.257
C -2.974 0.764 0.567
N -1.752 0.272 0.191
C -1.304 -1.082 0.419
C -1.645 -2.049 -0.709
Te -0.437 -1.794 -2.504
C -1.939 -0.637 -3.546
C -1.563 0.432 -4.347
C -2.512 1.074 -5.126
C -3.828 0.642 -5.126
C -4.193 -0.444 -4.346
C -3.254 -1.089 -3.560
C -4.149 -0.095 0.706
C -4.259 -1.081 1.685
C -5.338 -1.945 1.686
C -6.327 -1.827 0.723
C -6.259 -0.809 -0.215
C -5.181 0.057 -0.225
H -3.734 6.270 2.411
H -4.592 4.924 3.181
H -5.138 5.532 1.628
H -1.742 5.736 1.480
H 1.889 6.446 -0.039
H 2.763 8.003 1.605
H 2.059 7.875 3.962
H 0.468 6.107 4.671
H -0.257 4.410 3.072
H -4.788 2.736 1.582
H -1.781 -1.448 1.331
H -0.208 -1.066 0.607
H -2.702 -1.972 -0.962
H -1.447 -3.064 -0.366
H -0.528 0.748 -4.371
H -2.217 1.902 -5.750
H -4.561 1.140 -5.743
H -5.209 -0.808 -4.365
H -3.545 -1.958 -2.985
H -3.525 -1.143 2.475
H -5.404 -2.715 2.439
H -7.158 -2.515 0.719
H -7.042 -0.700 -0.950
H -5.127 0.838 -0.970
C 4.339 -3.794 4.307
C 4.466 -2.643 3.545
C 3.703 -2.485 2.403
C 2.812 -3.478 2.012
C 2.680 -4.622 2.787
C 3.444 -4.781 3.930
Ge 1.883 -3.317 0.275
C 0.425 -4.677 0.217
C -0.467 -4.691 1.288
C -1.530 -5.576 1.304
C -1.715 -6.450 0.243
C -0.833 -6.442 -0.825
C 0.225 -5.546 -0.849
C 3.325 -3.575 -1.131
C 3.041 -3.400 -2.486
C 4.037 -3.541 -3.438
C 5.332 -3.839 -3.043
C 5.627 -3.993 -1.698
C 4.636 -3.834 -0.744
H 4.939 -3.920 5.195
H 5.158 -1.871 3.845
H 3.799 -1.586 1.801
H 1.991 -5.397 2.486
H 3.342 -5.676 4.525
H -0.314 -4.004 2.114
H -2.215 -5.582 2.140
H -2.554 -7.131 0.248
H -0.976 -7.131 -1.645
H 0.906 -5.540 -1.691
H 2.017 -3.227 -2.825
H 3.804 -3.421 -4.485
H 6.109 -3.948 -3.782
H 6.631 -4.239 -1.388
H 4.874 -3.943 0.304
```

Mulliken atomic charge list, values in e, 4 entries: number 1, Pd, carries 0.004; number 2, C, carries -0.806; number 3, C, carries -0.829; number 4, C, carries -0.459



ORCA calculation (the ωB97M-V functional and the def2-TZVPD basis) on C38H38N3O8P3PdS4Se2 as an isolated structure in a non-equilibrium geometry.

Results
**E_LUMO (alpha / beta)**: 3.868 / 2.446 eV
**2S+1**: 3
**Net charge**: -2
**HOMO level (alpha / beta)**: -3.4 / -3.3 eV
**DFT total energy**: -9784.76579 a.u.
**Orbital gap (alpha / beta)**: 7.3 / 5.7 eV
**Energy above the lowest of the compared OMol25 structures with the same formula, charge and spin**: 113.89 kJ/mol

XYZ file:
```
97
C38H38N3O8P3PdS4Se2 | the OMol25 dataset | the ωB97M-V functional and the def2-TZVPD basis
Pd -0.142 -1.670 -1.153
Se -2.652 2.251 4.538
P -0.885 1.629 3.557
C -0.017 0.501 4.677
C 0.578 0.973 5.846
C 1.052 0.075 6.791
C 0.906 -1.295 6.587
C 0.282 -1.765 5.440
C -0.183 -0.869 4.485
C 0.184 3.074 3.251
C -0.412 4.173 2.628
C 0.329 5.319 2.387
C 1.668 5.378 2.764
C 2.268 4.280 3.360
C 1.529 3.125 3.601
C -1.092 0.803 1.989
C -0.293 0.201 1.012
N -1.124 -0.111 0.002
N -2.356 0.310 0.277
N -2.350 0.886 1.450
P 1.420 -0.211 0.486
Se 2.590 -1.694 -0.621
C 1.508 1.289 -0.626
C 1.545 1.180 -2.014
C 1.487 2.317 -2.815
C 1.388 3.575 -2.244
C 1.339 3.700 -0.861
C 1.380 2.564 -0.065
C 2.524 0.231 1.898
C 3.446 1.278 1.778
C 4.299 1.596 2.826
C 4.285 0.847 3.995
C 3.426 -0.238 4.096
C 2.551 -0.544 3.060
H 0.644 2.039 6.022
H 1.523 0.444 7.696
H 1.269 -1.994 7.333
H 0.161 -2.830 5.274
H -0.672 -1.235 3.588
H -1.456 4.113 2.345
H -0.138 6.169 1.901
H 2.246 6.279 2.586
H 3.317 4.311 3.635
H 2.007 2.256 4.037
H 1.632 0.218 -2.486
H 1.502 2.204 -3.890
H 1.341 4.458 -2.873
H 1.260 4.674 -0.391
H 1.306 2.673 1.009
H 3.510 1.836 0.857
H 4.983 2.432 2.720
H 4.952 1.098 4.813
H 3.431 -0.856 4.988
H 1.897 -1.402 3.133
O -0.269 -5.026 -3.538
S -0.237 -3.998 -2.524
O 0.610 -2.839 -2.917
O -1.541 -3.590 -2.027
C 0.723 -4.734 -1.147
C 1.763 -5.528 -1.650
C 2.705 -6.105 -0.824
C 2.607 -5.935 0.548
C 1.596 -5.154 1.068
C 0.650 -4.518 0.248
S -0.400 -3.435 1.305
O 0.541 -2.373 1.708
O -0.689 -4.271 2.453
O -1.563 -2.929 0.610
H 1.808 -5.657 -2.723
H 3.515 -6.687 -1.250
H 3.332 -6.389 1.214
H 1.521 -4.995 2.135
C -4.267 -2.001 -4.929
C -3.285 -1.403 -5.923
C -2.105 -2.327 -6.183
O -2.917 -0.051 -5.511
P -1.654 0.432 -4.615
S -0.017 0.597 -5.667
S -1.702 -0.750 -2.979
O -2.133 1.927 -4.292
C -3.359 2.445 -3.721
C -4.245 2.884 -4.875
C -4.099 1.529 -2.763
H -4.684 -2.924 -5.343
H -5.084 -1.303 -4.731
H -3.764 -2.235 -3.990
H -3.802 -1.232 -6.867
H -1.616 -2.616 -5.253
H -1.368 -1.838 -6.817
H -2.463 -3.235 -6.678
H -3.029 3.327 -3.172
H -4.571 2.010 -5.444
H -3.691 3.547 -5.543
H -5.122 3.415 -4.494
H -4.427 0.619 -3.271
H -4.977 2.065 -2.391
H -3.488 1.240 -1.911
```

Mulliken atomic charge list, values in e, 4 entries: number 1, Pd, carries 0.531; number 2, Se, carries -0.464; number 3, P, carries -0.150; number 4, C, carries 0.689



ORCA calculation (the ωB97M-V functional and the def2-TZVPD basis) on a 11-piece molecular cluster, C22H66O22 overall in a non-equilibrium geometry.

Results
**E_LUMO (alpha / beta)**: 1.626 / 1.623 eV
**2S+1**: 2
**Net charge**: -1
**HOMO level (alpha / beta)**: 0.1 / -7.4 eV
**DFT total energy**: -2532.76543 a.u.
**Orbital gap (alpha / beta)**: 1.5 / 9.1 eV
**Energy above the lowest of the compared OMol25 structures with the same formula, charge and spin**: 312.12 kJ/mol

XYZ file:
```
110
C22H66O22 | the OMol25 dataset | the ωB97M-V functional and the def2-TZVPD basis
C 15.034 15.006 -18.454
C 14.453 13.863 -19.368
O 13.749 12.886 -18.691
O 15.826 15.873 -19.140
H 15.575 14.466 -17.677
H 14.166 15.421 -17.942
H 15.207 13.467 -20.047
H 13.736 14.463 -19.928
H 13.628 12.235 -19.385
H 16.633 16.105 -18.675
C 19.412 9.363 -25.335
C 20.301 10.675 -25.217
O 19.332 11.686 -25.560
O 18.289 9.250 -24.431
H 20.141 8.559 -25.242
H 18.961 9.380 -26.328
H 21.211 10.528 -25.799
H 20.465 10.792 -24.146
H 18.508 11.636 -25.069
H 18.466 9.366 -23.495
C 17.866 3.516 -20.473
C 17.223 4.522 -21.502
O 16.190 3.854 -22.266
O 18.068 2.224 -20.931
H 17.031 3.366 -19.789
H 18.689 3.798 -19.816
H 17.939 4.880 -22.242
H 16.838 5.420 -21.019
H 15.736 4.574 -22.710
H 17.191 1.904 -21.157
C 10.785 11.219 -18.181
C 11.697 10.077 -18.766
O 12.331 10.591 -19.902
O 11.337 11.862 -17.040
H 9.857 10.826 -17.765
H 10.381 11.916 -18.915
H 11.067 9.188 -18.796
H 12.467 9.800 -18.045
H 13.045 10.019 -20.191
H 12.120 12.311 -17.367
C 15.103 11.891 -25.094
C 14.908 11.352 -26.548
O 14.405 9.969 -26.649
O 16.424 11.540 -24.529
H 14.336 11.611 -24.372
H 15.206 12.968 -25.224
H 15.846 11.510 -27.081
H 14.245 12.070 -27.032
H 13.455 9.987 -26.781
H 16.728 10.657 -24.751
C 11.278 8.516 -26.598
C 11.476 8.105 -28.089
O 10.414 8.246 -28.997
O 11.789 9.808 -26.276
H 11.898 7.845 -26.003
H 10.200 8.467 -26.445
H 11.749 7.051 -28.057
H 12.177 8.750 -28.620
H 10.655 8.654 -29.832
H 11.112 10.474 -26.416
C 15.888 12.380 -15.690
C 15.505 10.997 -16.318
O 14.277 10.625 -15.792
O 15.733 12.397 -14.306
H 15.120 13.011 -16.138
H 16.744 12.821 -16.202
H 16.323 10.288 -16.194
H 15.289 11.201 -17.367
H 13.757 11.389 -16.050
H 14.937 11.907 -14.088
C 16.876 6.100 -24.956
C 16.669 7.078 -26.068
O 15.788 6.505 -27.024
O 15.849 6.084 -23.996
H 17.660 6.463 -24.292
H 17.028 5.091 -25.339
H 17.603 7.283 -26.592
H 16.191 8.004 -25.747
H 15.956 5.578 -27.207
H 15.334 6.892 -23.943
C 14.024 8.935 -22.461
C 15.077 8.872 -21.319
O 14.789 9.998 -20.358
O 14.401 8.236 -23.656
H 13.995 10.011 -22.631
H 13.053 8.582 -22.114
H 16.086 9.014 -21.707
H 15.152 7.891 -20.849
H 15.519 10.191 -19.766
H 14.187 8.791 -24.409
C 14.154 7.495 -17.871
C 13.492 6.190 -17.233
O 13.722 4.987 -18.001
O 15.590 7.497 -18.144
H 14.003 8.230 -17.080
H 13.522 7.838 -18.690
H 12.414 6.316 -17.132
H 13.868 6.112 -16.213
H 12.840 4.676 -18.216
H 15.868 6.585 -18.255
C 19.229 11.569 -21.833
C 18.022 12.148 -21.135
O 17.626 11.469 -19.972
O 19.068 10.091 -21.817
H 20.105 11.884 -21.266
H 19.517 11.983 -22.799
H 17.132 12.091 -21.761
H 18.137 13.230 -21.066
H 18.300 11.416 -19.291
H 19.211 9.759 -20.928
```

Mulliken atomic charge list, values in e, 4 entries: number 1, C, carries -0.302; number 2, C, carries -0.363; number 3, O, carries -0.209; number 4, O, carries -0.478